1.
Computed, not measured: a cluster of 2 separate species, C5H14 in total, with the ωB97M-V functional and the def2-TZVPD basis.

Geometry as XYZ:
```
19
Properties=species:S:1:pos:R:3:lowdin_charge:R:1
C -0.640 1.395 -0.152 -0.33
C -1.465 0.112 -0.034 -0.12
C -1.559 2.652 -0.300 -0.12
H 0.004 1.572 0.709 0.09
H 0.099 1.418 -0.947 0.09
H -2.490 0.337 -0.297 0.07
H -2.314 2.641 -1.071 0.06
H -1.931 2.740 0.722 0.07
H -0.913 3.496 -0.645 0.07
H -0.957 -0.678 -0.564 0.04
H -1.425 -0.344 0.966 0.07
C 1.775 -2.658 0.185 -0.18
C 1.529 -1.154 0.134 -0.18
H 0.919 -3.276 0.538 0.06
H 2.157 -3.107 -0.743 0.07
H 2.495 -2.894 1.008 0.07
H 1.161 -0.715 1.061 0.07
H 0.971 -0.685 -0.662 0.03
H 2.584 -0.852 0.090 0.07
```

Summary:
Energy = -198.85577 Ha
Energy relative to the best compared isomer or geometry (same formula, charge and spin) = 87.7 kJ/mol
E_HOMO = -0.4046 Ha
Lowest unoccupied orbital energy = 0.040 hartree
SMILES = CCC.CC



2.
Computed, not measured: the molecule C3H8N2O2, with the ωB97M-V functional and the def2-TZVPD basis.

Geometry as XYZ:
```
15
Properties=species:S:1:pos:R:3:lowdin_charge:R:1
N -0.705 -2.429 0.419 0.14
C -0.006 -1.294 0.062 -0.59
O 1.203 -1.209 0.250 0.05
N -0.791 -0.317 -0.499 0.04
C -0.296 1.028 -0.793 -0.16
C 0.504 1.644 0.364 -0.27
O 1.879 1.387 0.295 -0.08
H -0.164 -3.014 1.039 0.10
H -1.657 -2.283 0.724 0.10
H -1.522 -0.667 -1.099 0.13
H -1.186 1.638 -0.980 0.12
H 0.334 1.056 -1.691 0.13
H 0.057 1.308 1.318 0.12
H 0.394 2.734 0.324 0.12
H 1.957 0.417 0.268 0.04
```

Summary:
Energy = -379.12899 Ha
Energy relative to the best compared isomer or geometry (same formula, charge and spin) = 31.5 kJ/mol
E_HOMO = -0.3610 Ha
Lowest unoccupied orbital energy = 0.026 hartree
SMILES = NC(=O)NCCO



3.
Computed, not measured: a cluster of 2 separate species, C4H14N2O2 in total, with the ωB97M-V functional and the def2-TZVPD basis.

Geometry as XYZ:
```
22
Properties=species:S:1:pos:R:3:lowdin_charge:R:1
C -1.716 -0.872 1.653 -0.33
N -0.980 -1.768 2.447 -0.03
C -1.218 -0.609 0.208 -0.22
C -2.351 0.305 -0.741 0.00
N 0.143 0.185 0.313 -0.02
C 1.055 0.261 -0.832 -0.29
O 0.865 1.615 -1.246 -0.12
H -1.645 0.059 2.025 0.06
H -2.761 -1.223 1.414 0.13
H -1.168 -1.508 3.465 0.10
H 0.024 -1.879 2.182 0.08
H -0.942 -1.450 -0.289 0.08
H -2.926 -0.467 -1.202 0.04
H -2.878 0.975 -0.100 0.05
H -1.937 0.862 -1.556 0.04
H 0.057 1.064 0.684 0.06
H 0.862 -0.415 -1.593 0.09
H 2.180 0.179 -0.625 0.11
H 0.996 1.666 -2.285 0.14
H 5.083 1.032 -2.047 0.05
H 4.662 0.617 -0.619 0.05
O 4.594 1.370 -1.257 -0.09
```

Summary:
Energy = -420.69311 Ha
Energy relative to the best compared isomer or geometry (same formula, charge and spin) = 294.0 kJ/mol
E_HOMO = -0.3092 Ha
Lowest unoccupied orbital energy = 0.025 hartree
SMILES = C[C@H](CN)NCO.O



4.
Computed, not measured: the ion C3H7O2 with charge -1, with the ωB97M-V functional and the def2-TZVPD basis.

Geometry as XYZ:
```
12
Properties=species:S:1:pos:R:3:lowdin_charge:R:1
C -0.317 -0.278 -0.045 -0.23
C 0.124 0.572 1.115 -0.32
O -0.968 1.106 1.861 -0.10
C 0.826 -0.693 -1.011 -0.58
O 0.371 -1.061 -2.223 -0.39
H -1.055 0.263 -0.649 0.10
H -0.874 -1.170 0.259 0.10
H 0.815 -0.036 1.695 0.11
H 0.726 1.368 0.667 0.10
H -1.013 2.053 1.678 0.07
H 1.505 0.223 -1.055 0.07
H 1.495 -1.432 -0.484 0.07
```

Summary:
Energy = -268.94841 Ha
Energy relative to the best compared isomer or geometry (same formula, charge and spin) = 240.5 kJ/mol
Total charge = -1
E_HOMO = -0.0758 Ha
Lowest unoccupied orbital energy = 0.135 hartree
SMILES = [O-]CCCO



5.
Computed, not measured: the molecule C4H7N3O, with the ωB97M-V functional and the def2-TZVPD basis.

Geometry as XYZ:
```
15
Properties=species:S:1:pos:R:3:lowdin_charge:R:1
C 0.469 0.526 -0.796 -0.27
C 0.416 0.859 0.682 -0.05
C -0.199 -0.438 1.471 -0.46
C -0.493 -0.798 -0.811 -0.33
H 0.734 1.670 -2.548 0.21
H 1.472 0.393 -0.942 0.10
H -0.281 1.769 1.029 0.16
H 1.481 1.107 1.009 0.12
H 0.052 -0.167 3.464 0.10
H -1.097 -2.090 0.733 0.13
H -0.599 -0.778 -2.671 0.06
N -0.333 -0.735 2.634 0.13
N -0.668 -1.253 0.482 0.12
N -0.810 -1.468 -1.880 0.10
O -0.146 1.403 -1.854 -0.13
```

Summary:
Energy = -396.05219 Ha
Energy relative to the best compared isomer or geometry (same formula, charge and spin) = 252.6 kJ/mol
E_HOMO = -0.3374 Ha
Lowest unoccupied orbital energy = 0.009 hartree
SMILES = [H]/N=C1\C[C@H](O)/C(=N\[H])N1



6.
Computed, not measured: a structure of composition C3H7NO2, with the ωB97M-V functional and the def2-TZVPD basis.

Geometry as XYZ:
```
13
Properties=species:S:1:pos:R:3:lowdin_charge:R:1
N -1.343 -0.944 -0.306 0.06
C -1.149 0.105 -1.021 -0.51
O -1.489 0.705 -1.997 0.08
C 0.171 1.212 -0.144 -0.12
C 0.993 0.632 0.816 0.03
O 0.865 -1.464 0.929 -0.09
H -0.088 -1.439 0.579 0.01
H -2.089 -1.491 -0.734 0.08
H -0.632 1.832 0.251 0.10
H 0.655 1.586 -1.042 0.09
H 2.054 0.493 0.638 0.09
H 0.688 0.584 1.855 0.10
H 1.365 -1.811 0.176 0.07
```

Summary:
Energy = -323.64847 Ha
Energy relative to the best compared isomer or geometry (same formula, charge and spin) = 347.9 kJ/mol
E_HOMO = -0.3465 Ha
Lowest unoccupied orbital energy = -0.013 hartree



7.
Computed, not measured: a structure of composition C12H32BaFN2P2, with the ωB97M-V functional and the def2-TZVPD basis.

Geometry as XYZ:
```
50
Properties=species:S:1:pos:R:3:lowdin_charge:R:1
Ba -0.012 -0.434 0.097 1.88
C -1.003 0.635 2.724 -0.11
N -0.085 -0.468 2.448 -0.58
C 1.107 -0.322 3.286 -0.08
C -0.713 -1.763 2.717 -0.22
C -1.874 -2.087 1.786 -0.23
N -1.480 -2.267 0.385 -0.59
C -2.674 -2.177 -0.458 -0.10
C -0.873 -3.587 0.209 -0.09
H -1.326 0.642 3.771 0.11
H -1.896 0.579 2.099 0.08
H -0.509 1.581 2.501 0.10
H 0.859 -0.351 4.354 0.10
H 1.589 0.631 3.065 0.10
H 1.813 -1.128 3.081 0.09
H -1.087 -1.817 3.748 0.14
H 0.058 -2.533 2.629 0.12
H -2.621 -1.294 1.839 0.11
H -2.367 -2.990 2.167 0.14
H -3.434 -2.911 -0.162 0.11
H -2.409 -2.360 -1.500 0.09
H -3.124 -1.184 -0.383 0.09
H -1.575 -4.386 0.479 0.11
H 0.012 -3.702 0.836 0.09
H -0.577 -3.732 -0.832 0.10
C -0.507 0.841 -4.073 -0.28
P 0.563 -0.190 -3.001 0.73
C 1.012 -1.563 -4.143 -0.29
C 2.093 0.839 -3.055 -0.43
C 3.259 0.246 -2.258 -0.42
P 2.973 0.278 -0.429 0.74
C 3.376 2.023 -0.056 -0.27
C 4.510 -0.568 0.125 -0.29
H -1.460 0.345 -4.257 0.04
H -0.016 1.038 -5.027 0.05
H -0.697 1.782 -3.557 0.04
H 1.473 -1.199 -5.063 0.05
H 0.108 -2.118 -4.399 0.04
H 1.700 -2.245 -3.643 0.03
H 1.815 1.814 -2.648 0.07
H 2.376 0.966 -4.103 0.09
H 4.174 0.803 -2.474 0.09
H 3.427 -0.795 -2.548 0.07
H 4.289 2.322 -0.572 0.05
H 3.515 2.144 1.018 0.04
H 2.540 2.650 -0.364 0.03
H 5.402 -0.091 -0.285 0.05
H 4.481 -1.610 -0.197 0.04
H 4.568 -0.544 1.213 0.03
F 0.183 1.506 -0.390 -0.87
```

Summary:
Energy = -1393.80195 Ha
Energy relative to the best compared isomer or geometry (same formula, charge and spin) = 236.7 kJ/mol
Total charge = +1
E_HOMO = -0.4111 Ha
Lowest unoccupied orbital energy = -0.089 hartree



- What is the formula in the fifth record?
  C4H7N3O



- Number 4 is which compound?
  C3H7O2



- Which value of E_HOMO does entry 3 give?
  -0.3092 Ha



- Which value of lowest unoccupied orbital energy does entry 7 give?
  -0.089 hartree